{
  "formula": "C41H57FNO31PS",
  "method": "ωB97M-V/def2-TZVPD",
  "homo_ev": -10.25,
  "spin_multiplicity": 1,
  "molar_mass_da": 1141.92,
  "homo_lumo_gap_ev": 8.6,
  "smiles": "[H]/N=C/CC1=CC(=O)C(CP(=O)(O)O)=C(S(=O)(=O)F)C1=O.C[C@@H]1COC(=O)O1.C[C@@H]1COC(=O)O1.C[C@@H]1COC(=O)O1.C[C@@H]1COC(=O)O1.C[C@@H]1COC(=O)O1.C[C@@H]1COC(=O)O1.C[C@@H]1COC(=O)O1.C[C@@H]1COC(=O)O1",
  "species": ["N", "C", "C", "C", "C", "C", "O", "C", "C", "P", "O", "O", "O", "C", "S", "O", "O", "F", "C", "O", "H", "H", "H", "H", "H", "H", "H", "H", "H", "C", "C", "C", "O", "C", "O", "O", "H", "H", "H", "H", "H", "H", "C", "C", "C", "O", "C", "O", "O", "H", "H", "H", "H", "H", "H", "C", "C", "C", "O", "C", "O", "O", "H", "H", "H", "H", "H", "H", "C", "C", "C", "O", "C", "O", "O", "H", "H", "H", "H", "H", "H", "C", "C", "C", "O", "C", "O", "O", "H", "H", "H", "H", "H", "H", "C", "C", "C", "O", "C", "O", "O", "H", "H", "H", "H", "H", "H", "C", "C", "C", "O", "C", "O", "O", "H", "H", "H", "H", "H", "H", "C", "C", "C", "O", "C", "O", "O", "H", "H", "H", "H", "H", "H"],
  "coordinates": [[3.858, -4.010, 0.617], [4.074, -2.942, -0.004], [3.850, -1.582, 0.672], [2.373, -1.229, 0.716], [1.748, -1.210, 1.884], [0.281, -0.901, 1.900], [-0.225, -0.539, 2.904], [-0.513, -1.042, 0.597], [-2.018, -1.198, 0.768], [-2.521, -2.968, 0.506], [-3.684, -3.024, -0.362], [-2.870, -3.686, 1.931], [-1.305, -3.849, -0.108], [0.090, -1.028, -0.584], [-0.806, -1.125, -2.141], [0.028, -0.565, -3.139], [-2.030, -0.406, -2.047], [-1.015, -2.632, -2.544], [1.621, -0.913, -0.565], [2.266, -0.596, -1.502], [4.053, -4.763, -0.049], [4.420, -2.932, -1.050], [4.457, -0.796, 0.202], [4.187, -1.701, 1.711], [2.299, -1.413, 2.802], [-2.257, -0.993, 1.829], [-2.609, -0.496, 0.176], [-3.042, -3.022, 2.617], [-0.599, -3.943, 0.554], [-2.196, 3.029, -0.791], [-2.712, 3.193, 0.619], [-1.812, 4.011, 1.505], [-2.085, 3.467, 2.805], [-2.490, 2.187, 2.627], [-2.609, 1.386, 3.499], [-2.743, 1.932, 1.315], [-2.912, 2.467, -1.391], [-2.027, 3.991, -1.270], [-1.264, 2.458, -0.802], [-3.731, 3.593, 0.604], [-2.047, 5.073, 1.474], [-0.750, 3.874, 1.286], [-4.908, 3.663, -6.365], [-3.562, 3.751, -5.699], [-3.262, 2.572, -4.817], [-2.404, 3.146, -3.818], [-2.720, 4.469, -3.740], [-2.349, 5.210, -2.877], [-3.520, 4.841, -4.761], [-5.067, 4.517, -7.024], [-5.002, 2.755, -6.949], [-5.693, 3.691, -5.627], [-2.771, 3.913, -6.438], [-2.758, 1.769, -5.348], [-4.148, 2.169, -4.320], [4.507, -6.299, 6.272], [4.022, -5.560, 5.050], [5.007, -5.556, 3.912], [4.694, -4.329, 3.243], [4.167, -3.498, 4.168], [3.982, -2.330, 3.998], [3.878, -4.156, 5.316], [3.736, -6.307, 7.044], [4.769, -7.330, 6.033], [5.377, -5.804, 6.701], [3.049, -5.946, 4.734], [4.875, -6.405, 3.242], [6.049, -5.520, 4.240], [-7.925, 7.107, -1.863], [-8.488, 6.174, -2.908], [-8.391, 4.716, -2.542], [-8.300, 4.083, -3.823], [-7.748, 4.984, -4.672], [-7.328, 4.711, -5.751], [-7.709, 6.221, -4.115], [-8.066, 8.145, -2.167], [-8.413, 6.958, -0.899], [-6.851, 6.956, -1.747], [-9.516, 6.457, -3.152], [-9.265, 4.360, -1.999], [-7.494, 4.474, -1.968], [8.594, -1.659, 7.258], [7.956, -2.858, 7.916], [8.793, -3.476, 9.005], [8.385, -4.850, 8.959], [7.965, -5.099, 7.695], [7.743, -6.185, 7.258], [7.829, -3.949, 6.989], [7.918, -1.233, 6.513], [8.834, -0.885, 7.988], [9.505, -1.954, 6.732], [6.956, -2.603, 8.278], [8.591, -3.046, 9.984], [9.866, -3.425, 8.806], [-4.579, 3.822, -11.516], [-3.596, 2.953, -10.768], [-3.621, 1.504, -11.180], [-3.212, 0.840, -9.980], [-3.566, 1.638, -8.940], [-3.554, 1.304, -7.800], [-3.937, 2.869, -9.378], [-4.478, 4.863, -11.207], [-4.416, 3.763, -12.593], [-5.606, 3.527, -11.294], [-2.588, 3.371, -10.846], [-2.932, 1.287, -11.994], [-4.618, 1.149, -11.453], [-6.015, 0.144, 2.726], [-6.645, 0.913, 1.589], [-5.772, 1.017, 0.365], [-6.203, 2.258, -0.209], [-6.683, 3.025, 0.804], [-6.931, 4.185, 0.705], [-6.830, 2.296, 1.939], [-6.712, 0.063, 3.561], [-5.733, -0.861, 2.411], [-5.131, 0.662, 3.103], [-7.625, 0.493, 1.344], [-5.924, 0.195, -0.331], [-4.706, 1.093, 0.599], [9.822, -2.507, 1.670], [10.655, -3.227, 2.704], [10.201, -4.637, 2.984], [10.605, -4.823, 4.343], [10.628, -3.598, 4.924], [10.725, -3.409, 6.094], [10.518, -2.615, 3.994], [10.229, -1.513, 1.480], [9.799, -3.058, 0.730], [8.800, -2.365, 2.026], [11.712, -3.198, 2.424], [10.681, -5.368, 2.336], [9.117, -4.763, 2.921]]
}

---

{
  "formula": "BrClFHSi",
  "method": "ωB97M-V/def2-TZVPD",
  "homo_ev": [-11.50, -7.92],
  "de_lowest_ev": 4.4029,
  "spin_multiplicity": 1,
  "molar_mass_da": 163.45,
  "homo_lumo_gap_ev": [10.8, 4.2],
  "species": ["F", "Si", "Cl", "Br", "H"],
  "coordinates": [[-2.310, 0.406, -0.090], [-0.915, 0.758, -0.773], [0.537, -0.262, 0.037], [3.270, -3.024, 1.659], [-0.582, 2.122, -0.833]]
}

---

{
  "formula": "C10H28O3PS2",
  "method": "ωB97M-V/def2-TZVPD",
  "homo_ev": -2.87,
  "total_charge": -1,
  "spin_multiplicity": 1,
  "molar_mass_da": 291.44,
  "homo_lumo_gap_ev": 5.1,
  "species": ["C", "C", "C", "P", "C", "C", "C", "O", "H", "H", "H", "H", "H", "H", "H", "H", "H", "H", "H", "H", "H", "H", "H", "H", "C", "S", "O", "C", "H", "H", "H", "H", "H", "H", "C", "S", "O", "C", "H", "H", "H", "H", "H", "H"],
  "coordinates": [[4.605, -2.110, 1.629], [3.437, -1.582, 2.051], [2.909, -0.280, 1.499], [1.152, 0.217, 2.169], [0.353, -1.082, 0.988], [-1.171, -1.214, 1.058], [-1.620, -2.445, 0.218], [-1.634, -1.342, 2.397], [5.387, -1.422, 1.328], [4.774, -3.179, 1.578], [2.831, -2.099, 2.790], [3.629, 0.532, 1.634], [2.815, -0.464, 0.429], [1.100, 1.282, 1.139], [-0.153, 0.684, 2.649], [1.233, -0.793, 3.252], [1.794, 1.196, 3.107], [0.638, -0.929, -0.056], [0.738, -2.069, 1.276], [-1.593, -0.327, 0.585], [-0.740, -3.004, -0.091], [-2.093, -2.106, -0.699], [-2.252, -3.124, 0.790], [-1.762, -2.269, 2.588], [1.590, 6.030, 0.396], [1.359, 4.277, 0.760], [1.204, 3.598, -0.548], [-0.282, 4.449, 1.467], [2.554, 6.141, -0.097], [0.796, 6.379, -0.265], [1.589, 6.598, 1.328], [-0.954, 4.892, 0.730], [-0.229, 5.070, 2.362], [-0.623, 3.449, 1.732], [-4.237, -3.067, -4.048], [-2.467, -3.082, -4.378], [-1.792, -3.388, -3.098], [-2.313, -1.309, -4.637], [-4.539, -4.085, -3.813], [-4.444, -2.416, -3.199], [-4.770, -2.722, -4.935], [-2.651, -0.779, -3.746], [-2.903, -1.015, -5.506], [-1.263, -1.090, -4.815]]
}

---

{
  "formula": "C10H30CrO5S5",
  "method": "ωB97M-V/def2-TZVPD",
  "homo_ev": [-12.98, -15.12],
  "total_charge": 2,
  "de_lowest_ev": 1.4176,
  "spin_multiplicity": 5,
  "molar_mass_da": 442.68,
  "homo_lumo_gap_ev": [8.6, 10.7],
  "s_squared": 6.01,
  "species": ["Cr", "C", "S", "O", "C", "H", "H", "H", "H", "H", "H", "C", "S", "O", "C", "H", "H", "H", "H", "H", "H", "C", "S", "O", "C", "H", "H", "H", "H", "H", "H", "C", "S", "O", "C", "H", "H", "H", "H", "H", "H", "C", "S", "O", "C", "H", "H", "H", "H", "H", "H"],
  "coordinates": [[-0.737, 0.614, -0.013], [3.237, -0.940, 1.402], [1.717, -1.782, 0.775], [0.864, -0.617, 0.212], [2.420, -2.537, -0.602], [2.940, -0.238, 2.178], [3.829, -0.444, 0.614], [3.917, -1.647, 1.812], [3.296, -2.158, -1.119], [1.662, -2.726, -1.344], [2.790, -3.548, -0.462], [-3.479, -2.396, -0.242], [-2.648, -2.045, 1.339], [-1.793, -0.796, 1.018], [-3.791, -0.988, 2.067], [-3.579, -1.502, -0.851], [-4.499, -2.808, -0.017], [-2.945, -3.094, -0.927], [-4.295, -0.241, 1.418], [-3.377, -0.502, 2.987], [-4.602, -1.521, 2.419], [0.632, -1.037, -3.586], [-0.769, -1.620, -2.792], [-1.016, -0.585, -1.674], [-1.807, -0.918, -4.060], [0.663, 0.055, -3.756], [0.785, -1.443, -4.610], [1.368, -1.371, -2.830], [-1.572, -1.518, -4.995], [-1.509, 0.143, -4.194], [-2.844, -1.119, -3.754], [2.824, 1.457, -2.151], [1.555, 2.513, -1.367], [0.185, 1.791, -1.317], [2.282, 2.644, 0.254], [3.122, 0.609, -1.474], [3.731, 2.017, -2.306], [2.464, 1.214, -3.128], [3.238, 3.157, 0.079], [2.504, 1.683, 0.683], [1.632, 3.441, 0.647], [0.275, 1.539, 3.819], [-0.338, 2.717, 2.624], [-0.450, 1.871, 1.409], [-2.018, 2.761, 3.198], [1.291, 1.164, 3.651], [-0.282, 0.632, 3.934], [0.174, 2.067, 4.801], [-2.700, 3.486, 2.797], [-1.821, 2.819, 4.221], [-2.523, 1.746, 3.214]]
}